Formula: C9H10N2S
Source: the Open Molecules 2025 dataset
Level of theory: ωB97M-V/def2-TZVPD

Structure (ORCA input):
```
! wB97M-V def2-TZVPD RIJCOSX def2/J DEFGRID3
* xyz 0 1
C -1.1449 2.3361 -0.2381
C 3.1638 -0.3181 -0.3360
C 2.5404 0.4511 0.6467
C 2.5051 -0.4030 -1.5628
C 1.3011 1.0589 0.4315
C 1.3647 0.2982 -1.8311
C 0.7064 0.9723 -0.8455
C -2.7930 -0.3973 1.2072
C -1.8691 -0.0268 -1.2873
N -1.8509 3.0256 0.3719
N -0.5804 1.5400 -1.0720
S -1.6265 -1.1275 0.0303
H 4.0462 -0.8055 0.0708
H 2.9680 0.3774 1.6093
H 2.9354 -1.0200 -2.3087
H 0.6050 1.4674 1.2189
H 0.9752 0.2485 -2.9023
H -3.7019 -0.4435 0.6127
H -2.2816 0.5246 1.4189
H -3.0151 -0.7580 2.1628
H -1.6495 -0.1147 -2.3058
H -2.6871 0.6462 -1.0934
*
```

The value obtained for the HOMO energy (alpha / beta) is -0.3047 / -0.3047 Ha. The value obtained for the HOMO-LUMO gap (alpha / beta) is 8.05 / 8.04 eV. As for the energy above the lowest of the compared OMol25 structures with the same formula, charge and spin: 3.396 eV.

Formula: C7H13N
Source: the Open Molecules 2025 dataset
Level of theory: ωB97M-V/def2-TZVPD

Structure (ORCA input):
```
! wB97M-V def2-TZVPD RIJCOSX def2/J DEFGRID3
* xyz 0 1
C 1.1958 -2.5396 0.6801
C 0.3999 -1.4716 0.6017
C 0.5944 -0.2891 -0.2292
C 1.7757 0.1920 -0.6377
N 3.0176 -0.3662 -0.3996
C -0.6562 0.3929 -0.7332
C -1.6822 0.7261 0.3687
C -2.5771 1.8936 0.0126
H 2.0430 -2.7608 0.0458
H 0.9387 -3.3082 1.4009
H -0.4698 -1.5285 1.2382
H 1.7794 1.1270 -1.1788
H 3.7784 0.2990 -0.4284
H 3.1028 -0.9653 0.4168
H -0.3613 1.3419 -1.1921
H -1.1031 -0.1544 -1.5730
H -2.2556 -0.1501 0.6805
H -1.0634 1.0050 1.2214
H -2.0212 2.7407 -0.3909
H -3.2723 1.6177 -0.7871
H -3.1635 2.1978 0.8833
*
```

The value obtained for the HOMO energy is -0.2832 Ha. The value obtained for the HOMO-LUMO gap is 8.76 eV. The SMILES is C=C/C(=C\N)CCC. As for the energy above the lowest of the compared OMol25 structures with the same formula, charge and spin: 1.009 eV.

Formula: C34H80N4O8
Source: the Open Molecules 2025 dataset
Level of theory: ωB97M-V/def2-TZVPD

Structure (ORCA input):
```
! wB97M-V def2-TZVPD RIJCOSX def2/J DEFGRID3
* xyz 0 1
C -7.0815 2.5219 2.9012
C -6.9510 2.4812 4.3985
C -6.1390 1.2658 4.7691
C -6.3726 3.8971 4.8325
C -6.5218 4.1933 6.3031
C -8.0014 4.1849 6.5776
C -8.7414 2.8087 6.2703
C -8.3943 1.7571 7.3630
C -10.1912 3.1534 6.2996
N -8.3745 2.4110 4.9132
O -9.1003 1.2606 4.4488
H -7.8719 3.2220 2.6307
H -6.1304 2.6548 2.3856
H -7.5166 1.5794 2.5686
H -5.1813 1.3371 4.2537
H -5.8437 1.4045 5.8091
H -6.6714 0.3376 4.5613
H -5.3536 4.0336 4.4705
H -7.0296 4.6470 4.3922
H -5.9464 3.5514 6.9702
H -6.0570 5.1737 6.4069
H -8.4246 4.9581 5.9364
H -8.1854 4.4457 7.6199
H -9.0413 0.8806 7.3260
H -8.4626 2.2379 8.3388
H -7.3540 1.4326 7.3427
H -10.8751 2.3345 6.0765
H -10.4197 3.9720 5.6171
H -10.6307 3.3275 7.2818
H -8.9862 0.7780 5.2708
C 2.1262 -6.0327 -2.6404
C 3.4030 -6.1770 -1.7344
C 4.8113 -6.2679 -2.4523
C 3.4514 -4.8187 -0.8255
C 4.0365 -4.9659 0.6137
C 3.4347 -6.2010 1.3421
C 3.6033 -7.5248 0.5087
C 5.0450 -8.1276 0.5909
C 2.7275 -8.5543 1.3128
N 3.0808 -7.2943 -0.8573
O 2.9884 -8.4666 -1.6531
H 1.1766 -5.8452 -2.1392
H 2.2295 -5.1876 -3.3211
H 2.0144 -6.9264 -3.2543
H 5.0775 -5.4107 -3.0707
H 5.5712 -6.3713 -1.6778
H 4.8810 -7.0467 -3.2118
H 4.1152 -4.1920 -1.4211
H 2.5173 -4.2683 -0.9376
H 5.1060 -5.1611 0.5355
H 4.0337 -4.0088 1.1353
H 2.3792 -6.0300 1.5535
H 3.9823 -6.3424 2.2739
H 5.8780 -7.4767 0.3252
H 5.1868 -8.9021 -0.1628
H 5.2029 -8.5952 1.5628
H 2.8897 -9.5647 0.9373
H 1.6783 -8.2636 1.2596
H 2.9356 -8.5374 2.3826
H 2.0456 -8.3919 -1.8182
C -0.7297 0.2213 -5.3050
O -0.9429 1.6288 -5.3428
C -0.5599 2.2574 -4.1364
C -1.1821 3.6877 -4.0080
N -0.6765 4.6689 -4.9362
C 0.6945 5.0871 -4.8006
C 1.0293 6.1227 -5.7897
O 2.4467 6.4019 -5.6921
C 2.9613 7.4243 -6.4321
H -1.3180 -0.2232 -4.5023
H 0.3462 0.0788 -5.2041
H -0.9573 -0.3233 -6.2214
H 0.5006 2.1234 -3.9231
H -0.9790 1.7022 -3.2972
H -1.2001 4.0234 -2.9712
H -2.2578 3.5595 -4.1286
H -0.9881 4.3698 -5.8492
H 1.2293 4.1867 -5.1028
H 0.9168 5.4652 -3.8028
H 0.4779 7.0563 -5.6785
H 0.9064 5.6957 -6.7850
H 3.2048 7.1185 -7.4495
H 3.9687 7.6577 -6.0872
H 2.3091 8.2665 -6.2008
C 4.5626 5.6690 -1.2780
O 3.9739 4.3925 -1.1590
C 4.9215 3.3622 -1.1394
C 4.1655 2.2106 -0.6246
N 3.5500 2.4514 0.6974
C 2.7788 1.4203 1.3303
C 1.4096 0.9571 0.5397
O 0.4407 1.9935 0.3594
C -0.2188 2.6304 1.4544
H 3.6754 6.2652 -1.4910
H 5.2174 5.6527 -2.1493
H 5.1289 5.8854 -0.3721
H 5.6943 3.6920 -0.4451
H 5.3108 3.2395 -2.1501
H 4.8538 1.3797 -0.4700
H 3.4230 1.7664 -1.2876
H 2.8336 3.1462 0.5427
H 2.5933 1.6335 2.3830
H 3.3694 0.5156 1.4746
H 1.0778 0.0755 1.0881
H 1.7651 0.5669 -0.4139
H -0.8001 1.7966 1.8478
H -1.0565 3.2275 1.0940
H 0.5077 3.1182 2.1043
C 7.4442 -2.0950 -5.9502
C 7.3553 -1.4036 -4.5271
O 5.9499 -1.0144 -4.3780
H 8.5088 -2.1889 -6.1641
H 7.0388 -1.5029 -6.7707
H 6.9134 -3.0368 -6.0889
H 8.1127 -0.6200 -4.5490
H 7.6766 -2.1171 -3.7683
H 5.6740 -0.2954 -4.9512
C -1.9492 -3.6369 1.1515
C -1.7781 -3.7505 2.6853
O -3.0143 -3.0765 3.0814
H -2.0878 -2.5943 0.8651
H -2.8399 -4.1420 0.7779
H -1.0955 -3.9236 0.5374
H -0.9552 -3.2220 3.1666
H -1.8591 -4.7569 3.0962
H -3.2317 -3.2185 4.0056
*
```

The value obtained for the HOMO energy is -0.2997 Ha. The value obtained for the HOMO-LUMO gap is 8.46 eV. The SMILES is CC1(C)CCCC(C)(C)N1O.CC1(C)CCCC(C)(C)N1O.COCCNCCOC.COCCNCCOC.CCO.CCO. As for the energy above the lowest of the compared OMol25 structures with the same formula, charge and spin: 2.622 eV.

- Number 3 is which compound?
  C34H80N4O8